ORCA calculation (ωB97M-V/def2-TZVPD) on a single C6H11Br molecule at a distorted geometry.

Structure (ORCA input):
```
! wB97M-V def2-TZVPD RIJCOSX def2/J DEFGRID3
* xyz 0 1
C -1.3288 0.2965 -1.0160
C -0.8591 -0.2485 0.3379
C 0.5894 -0.6354 0.2855
C 0.9027 -2.0804 0.1582
C 1.5830 0.4335 0.2092
C 1.3376 1.8863 0.3863
Br 3.4194 -0.0287 -0.0024
H -0.7519 1.1736 -1.2902
H -1.1930 -0.4562 -1.7882
H -2.3785 0.5703 -0.9767
H -1.4513 -1.1271 0.5962
H -1.0311 0.5060 1.1097
H 1.9670 -2.2765 0.0677
H 0.5217 -2.6095 1.0339
H 0.3998 -2.4948 -0.7180
H 1.4265 2.4155 -0.5655
H 0.3498 2.0793 0.7976
H 2.0828 2.3056 1.0635
*
```

HOMO   -8.262 eV
SMILES   CC/C(C)=C(\C)Br
Gap between HOMO and LUMO   9.2 eV
Energy above the lowest of the compared OMol25 structures with the same formula, charge and spin   0.0 kcal per mole
LUMO level   0.95 eV

ORCA calculation (ωB97M-V/def2-TZVPD) on a gas-phase ion, C6H11BrNO2 (charge -1) at a distorted geometry.

Structure (ORCA input):
```
! wB97M-V def2-TZVPD RIJCOSX def2/J DEFGRID3
* xyz -1 1
C 1.6498 0.4067 -0.3877
C 0.4813 -0.1936 0.2881
C 0.6228 -0.0333 1.8022
C -0.9635 0.1513 -0.2121
C -1.1323 0.2269 -1.6715
Br -1.0242 2.3139 0.3221
N -1.9306 -0.5489 0.4584
C -3.4297 -0.4405 0.0862
O -4.0719 -1.1450 0.8349
O -3.7596 0.3504 -0.7668
H 1.4901 1.5248 -0.3934
H 2.5955 0.0907 0.1573
H 1.8632 0.1277 -1.3047
H 0.5739 -1.2172 0.0806
H 1.0822 0.8626 2.0599
H -0.3374 -0.0859 2.3228
H 1.2143 -0.8659 2.2867
H -2.2016 0.5047 -2.1381
H -0.4444 1.0099 -2.0287
H -0.6374 -0.7609 -1.9727
H -1.9945 -0.4629 1.4777
*
```

HOMO   -4.813 eV
SMILES   CC(C)[C@](C)(Br)NC(=O)[O-]
Gap between HOMO and LUMO   8.2 eV
Energy above the lowest of the compared OMol25 structures with the same formula, charge and spin   0.0 kcal per mole
LUMO level   3.34 eV

ORCA calculation (ωB97M-V/def2-TZVPD) on 6 unconnected molecules or ions with the total composition C6H11Cl13.

Structure (ORCA input):
```
! wB97M-V def2-TZVPD RIJCOSX def2/J DEFGRID3
* xyz 0 1
Cl 1.3177 0.8842 -0.6338
C 0.2429 1.6602 0.5039
Cl -1.1681 2.3253 -0.2928
Cl 1.0972 2.8867 1.4254
H -0.1062 0.9086 1.1984
Cl -1.5805 -0.5369 -2.6649
C -3.1738 0.1517 -2.4553
Cl -4.3268 -1.0021 -1.8010
H -3.0671 0.9542 -1.7394
H -3.5439 0.5103 -3.4037
Cl 6.0984 1.9331 0.7205
C 4.7748 0.8724 0.2754
Cl 4.7036 0.5892 -1.4705
H 4.9020 -0.0776 0.7733
H 3.8427 1.3370 0.5668
Cl 0.6450 -2.1755 1.1487
C -0.8811 -2.2696 0.2887
Cl -2.0798 -1.1716 0.9420
H -0.7181 -2.0459 -0.7566
H -1.2592 -3.2749 0.4110
Cl 1.2520 -1.9525 -4.2450
C 1.9205 -1.2126 -2.7677
Cl 2.1305 -2.3720 -1.4772
H 2.8727 -0.7789 -3.0309
H 1.2172 -0.4579 -2.4461
Cl -4.6300 1.3631 4.3253
C -2.9815 0.7414 4.2711
Cl -1.9339 1.6824 3.1815
H -2.5580 0.7973 5.2611
H -3.0093 -0.2691 3.8918
*
```

HOMO   -10.547 eV
SMILES   ClC(Cl)Cl.ClCCl.ClCCl.ClCCl.ClCCl.ClCCl
Gap between HOMO and LUMO   11.0 eV
Energy above the lowest of the compared OMol25 structures with the same formula, charge and spin   4.9 kcal per mole
LUMO level   0.42 eV

Total energy, record by record: -76442.2616; -82029.5087; -169191.9208 eV